{"formula": "C23H42F4NO7S", "method": "the ωB97M-V functional and the def2-TZVPD basis", "e_tot_ha": -2280.74107, "total_charge": -1, "lumo_ev": 2.205, "gap_ev": 8.148, "fmax_ev_per_a": 4.1, "species": ["C", "C", "C", "F", "C", "N", "C", "O", "O", "C", "O", "C", "C", "C", "C", "C", "C", "C", "C", "C", "C", "C", "O", "C", "C", "C", "C", "C", "H", "H", "H", "H", "H", "H", "H", "H", "H", "H", "H", "H", "H", "H", "H", "H", "H", "H", "H", "H", "H", "H", "H", "H", "H", "H", "H", "H", "H", "H", "H", "H", "H", "H", "H", "H", "H", "H", "H", "H", "H", "H", "C", "F", "F", "F", "S", "O", "O", "O"], "coordinates": [[-0.3707, 2.1396, 2.9840], [1.1251, 1.7502, 2.9658], [1.4793, 0.8953, 1.7447], [1.5200, 1.7775, 0.6678], [2.7549, 0.0224, 1.8696], [2.5045, -0.8786, 3.0088], [3.9853, 0.9424, 2.2017], [4.0985, 1.7629, 3.1296], [5.0059, 0.6769, 1.3010], [4.7935, -0.7103, 1.0093], [5.0831, -1.3348, 2.2540], [3.2958, -0.7187, 0.6158], [2.9220, -2.2112, 0.3915], [1.4563, -2.6038, 0.7378], [0.8539, -3.5628, -0.2924], [-0.5918, -3.9252, 0.0741], [-1.5757, -2.7436, -0.1115], [-2.5549, -2.6011, 1.0823], [-4.0271, -2.3579, 0.6939], [-4.4978, -0.8845, 0.6741], [-3.4520, 0.1832, 0.3092], [-4.1614, 1.5479, 0.3366], [-4.9860, 1.6662, -0.7951], [-5.1853, 2.9912, -1.2541], [3.1415, -0.0029, -0.7596], [4.2339, -0.3718, -1.7805], [1.7469, -0.1808, -1.4082], [1.4630, 0.9854, -2.3665], [-0.9932, 1.4252, 2.4423], [-0.4914, 3.1024, 2.4815], [-0.7118, 2.2588, 4.0148], [1.4534, 1.3277, 3.9129], [1.6870, 2.6813, 2.8455], [0.6267, 0.2270, 1.5575], [2.9354, -0.5094, 3.8446], [1.5127, -1.0119, 3.1494], [5.4934, -1.1472, 0.3037], [4.4436, -2.0278, 2.4378], [3.5555, -2.8924, 0.9709], [3.0752, -2.5048, -0.6510], [1.4472, -3.0629, 1.7313], [0.8592, -1.6934, 0.7677], [0.8524, -3.0831, -1.2755], [1.4478, -4.4844, -0.3192], [-0.6399, -4.3045, 1.0976], [-0.9199, -4.7154, -0.6092], [-1.0354, -1.7948, -0.1885], [-2.1479, -2.8639, -1.0353], [-2.1884, -1.8392, 1.7783], [-2.5330, -3.5486, 1.6319], [-4.2084, -2.8091, -0.2843], [-4.6317, -2.8826, 1.4414], [-4.9116, -0.6283, 1.6538], [-5.2823, -0.8015, -0.0819], [-2.6447, 0.2298, 1.0469], [-3.0584, 0.0276, -0.6987], [-3.4156, 2.3489, 0.3990], [-4.7702, 1.5683, 1.2570], [-5.3872, 3.0079, -2.3276], [-6.0883, 3.3860, -0.7622], [-4.3326, 3.6520, -1.0919], [3.2416, 1.0693, -0.5769], [5.0586, 0.3435, -1.7235], [3.8588, -0.3680, -2.8050], [4.6649, -1.3622, -1.6055], [1.7284, -1.1138, -1.9794], [0.9492, -0.1593, -0.6647], [2.2759, 1.1038, -3.0883], [0.5204, 0.8555, -2.9023], [1.3780, 1.9004, -1.7790], [-0.9486, 4.0337, -4.5729], [-1.0125, 3.9532, -5.9103], [0.2530, 3.5681, -4.2116], [-0.9743, 5.3366, -4.2539], [-2.3314, 3.1093, -3.7702], [-2.1319, 1.7513, -4.2325], [-3.5097, 3.7697, -4.2916], [-2.0788, 3.3178, -2.3566]], "lowdin_charge": [-0.0728, -0.1787, -0.2616, 0.0171, -0.2704, 0.1219, -0.3060, 0.1165, 0.0812, -0.2983, 0.0149, -0.2589, -0.1026, -0.1971, -0.2087, -0.2044, -0.1890, -0.2110, -0.1990, -0.1989, -0.1687, -0.2538, -0.1826, -0.1072, -0.2896, -0.0468, -0.2082, -0.0737, 0.0544, 0.0791, 0.0693, 0.1041, 0.1141, 0.1314, 0.0991, 0.0908, 0.1564, 0.0771, 0.1133, 0.1111, 0.1112, 0.0723, 0.1065, 0.1137, 0.0996, 0.1059, 0.0892, 0.1108, 0.1007, 0.0917, 0.1024, 0.0968, 0.1050, 0.1100, 0.0876, 0.1286, 0.1171, 0.1162, 0.0814, 0.0792, 0.0737, 0.1306, 0.0889, 0.0782, 0.0719, 0.1076, 0.0912, 0.0715, 0.0785, 0.0749, -0.6786, 0.1040, 0.1036, 0.1043, 0.4272, -0.3394, -0.3348, -0.3429]}